129
Properties=species:S:1:pos:R:3 method="wB97M-V/def2-TZVPD" e_lumo_ha=-0.0470 multiplicity=1 de_lowest_kcal_mol=84.7 homo_ev=-8.89 orbital_gap_ev=7.61
S 2.641 -0.414 1.503
H -3.880 5.257 -0.582
O -3.588 5.509 -4.010
C -2.577 0.531 -3.318
Cl 3.460 2.067 -3.916
Cl -4.275 -0.499 3.526
Cl 8.992 -9.863 11.020
C 7.270 -0.437 1.487
H 3.721 -4.108 -2.201
C -3.768 3.166 -5.415
H -5.814 0.517 -4.928
Cl 7.337 -8.094 12.605
Cl 1.809 -6.788 5.919
S 3.886 1.645 -0.303
H -6.155 -2.833 -4.360
C -2.594 4.361 -2.155
C -4.322 -0.809 -1.921
Cl 5.873 -7.229 -3.597
C 3.541 -2.264 -0.844
C 3.489 -0.753 -2.575
Cl -5.363 -5.083 6.652
H 0.519 0.619 0.644
H -2.814 3.371 -1.656
Cl 1.543 -1.634 4.683
Cl 8.789 -7.061 10.323
Cl 3.727 2.409 -11.407
Cl -1.520 13.913 -4.002
N -1.942 -0.561 -1.184
Cl 8.099 -5.389 -3.791
C -2.900 5.479 -1.082
Cl -6.831 -5.371 9.130
H -1.075 1.750 -4.495
Cl 1.125 -8.745 3.900
C -5.259 9.236 -1.266
C 1.812 -3.388 4.622
H 0.043 2.796 -2.668
C -5.326 -0.471 -3.001
C -2.954 -0.299 -2.105
C 0.255 2.744 4.808
H 3.442 0.217 -3.121
C 3.056 3.598 -4.721
Cl 8.342 -3.539 8.165
Cl 2.160 -9.612 6.462
S -7.061 -1.106 -2.904
H -0.508 0.164 -3.870
Cl 6.397 -5.665 7.883
H -1.640 -2.636 1.460
Cl -4.797 -3.332 3.209
Cl -4.661 10.904 -1.328
H 0.338 -0.086 2.290
C 3.368 3.191 -9.858
Cl 4.517 4.285 -5.449
O -4.110 3.334 -4.021
Cl -4.546 -7.068 8.595
Cl -4.789 8.378 -2.740
Cl -7.027 9.247 -1.124
C -1.136 1.070 -3.607
C -7.130 -2.703 -3.802
C -3.759 -1.802 -0.006
C 6.714 -3.946 7.590
H -2.289 1.506 -6.019
Cl 7.694 -1.230 -0.042
Cl -4.265 -2.246 5.836
Cl -4.160 -4.251 9.148
H -2.072 5.468 -0.314
C 7.911 -8.460 10.968
C -2.362 -1.296 -0.123
H -7.920 -2.607 -4.598
H 0.690 -2.434 1.107
H -2.889 6.478 -1.584
H -1.524 4.327 -2.493
Cl -2.133 -2.414 3.890
N 3.584 -1.997 -3.074
Cl -0.854 11.995 -1.939
Cl 7.820 1.247 1.453
Cl 8.051 -1.288 2.833
Cl 2.398 4.734 -3.530
Cl 1.622 3.116 -9.550
Cl -0.422 14.821 -1.482
N 3.472 -0.904 -1.163
C -3.868 -2.122 4.115
Cl -0.504 -8.489 6.280
Cl -0.700 2.853 6.297
Cl 6.522 -8.823 9.924
C -1.346 -1.637 1.035
H 1.330 0.696 -2.688
H 0.340 -1.606 -0.512
C 3.648 -3.015 -2.096
Cl 6.599 -3.613 5.853
Cl 2.258 -3.863 2.973
H -7.288 -3.593 -3.145
Cl 7.607 -6.811 -1.316
C -5.022 0.318 -4.167
Cl 1.567 3.933 4.858
C 3.381 0.081 -0.130
Cl 0.941 1.113 4.664
H 3.547 -2.677 0.187
Cl -3.116 13.767 -1.591
Cl 0.323 -4.220 5.091
C -5.226 -5.444 8.381
C -3.332 1.640 -5.647
C 1.148 -8.408 5.640
Cl 3.884 4.886 -9.916
C 0.170 -1.571 0.592
H -1.578 -0.895 1.856
C -0.417 1.806 -2.403
C -3.614 0.823 -4.323
H -1.097 1.919 -1.509
Cl 5.518 -2.968 8.459
C -3.476 4.436 -3.446
Cl 5.797 -4.711 -2.168
N -4.778 -1.601 -0.875
C 0.797 -0.266 1.275
Cl -4.559 8.402 0.130
O -7.582 -1.167 -1.537
Cl 5.510 -0.479 1.701
H -4.656 3.413 -6.062
Cl 1.847 3.299 -5.984
Cl 3.122 -3.824 5.733
H 1.130 1.265 -1.105
C 6.845 -6.036 -2.718
H -2.882 3.806 -5.701
H -4.001 -2.405 0.910
Cl 4.236 2.352 -8.560
O -7.870 -0.105 -3.642
Cl -0.787 3.068 3.410
C -1.478 13.624 -2.254
H -4.066 1.221 -6.399
N 0.673 0.891 -1.935